Record 1
{"formula": "C23H30N4O5", "method": "ωB97M-V/def2-TZVPD", "symbols": ["C", "H", "O", "C", "C", "C", "C", "C", "C", "H", "H", "N", "C", "O", "C", "N", "C", "C", "N", "C", "C", "O", "N", "C", "C", "C", "C", "C", "C", "H", "O", "C", "H", "H", "H", "H", "O", "C", "H", "H", "H", "H", "H", "H", "H", "C", "C", "H", "H", "H", "H", "H", "H", "H", "H", "H", "H", "H", "H", "H", "H", "H"], "positions_angstrom": [[0.4501, -7.2917, 6.1067], [0.9380, -6.5511, 6.7489], [-0.7331, -6.7853, 5.5397], [-0.6467, -5.6974, 4.7215], [0.5285, -5.0309, 4.3957], [0.5029, -3.9338, 3.5519], [-0.6976, -3.4820, 3.0196], [-1.8771, -4.1507, 3.3469], [-1.8526, -5.2423, 4.1850], [-2.7595, -5.7655, 4.4431], [-2.8171, -3.8079, 2.9380], [-0.7806, -2.3822, 2.1604], [0.1907, -1.5297, 1.7575], [1.3634, -1.5858, 2.0573], [-0.3548, -0.4538, 0.8123], [-1.7289, -0.1153, 1.1435], [-1.8314, 0.6702, 2.3601], [-1.2344, 2.0865, 2.2080], [-1.1757, 2.4362, 0.7970], [-0.8044, 3.8163, 0.5658], [-0.3083, 4.0296, -0.8676], [-0.4126, 5.0963, -1.4327], [0.2582, 2.9066, -1.3691], [0.7974, 2.6618, -2.6335], [0.9466, 3.6753, -3.5762], [1.4880, 3.3679, -4.8152], [1.8766, 2.0610, -5.1175], [1.7253, 1.0592, -4.1730], [1.1839, 1.3628, -2.9247], [1.0822, 0.5720, -2.1984], [2.0664, -0.2451, -4.3632], [2.6352, -0.6145, -5.5961], [1.9461, -0.4320, -6.4269], [2.8340, -1.6824, -5.5202], [3.5740, -0.0831, -5.7800], [2.2902, 1.8785, -6.0946], [1.6830, 4.2727, -5.8116], [1.3254, 5.6148, -5.5752], [1.5681, 6.1492, -6.4925], [1.8954, 6.0406, -4.7441], [0.2560, 5.7147, -5.3675], [0.6355, 4.6714, -3.3191], [0.2117, 2.1051, -0.7481], [-1.6231, 4.5270, 0.7602], [0.0239, 4.0723, 1.2344], [-2.4138, 2.0631, 0.1327], [-2.4902, 0.5239, 0.0784], [-3.5351, 0.2087, 0.1797], [-2.1217, 0.1590, -0.8811], [-2.4153, 2.4749, -0.8776], [-3.2872, 2.4760, 0.6652], [-0.2150, 2.1171, 2.6028], [-1.8438, 2.8044, 2.7824], [-2.8945, 0.7357, 2.6075], [-1.3271, 0.1396, 3.1696], [0.3377, 0.3969, 0.8416], [-0.3304, -0.8800, -0.1954], [-1.7098, -2.1389, 1.8337], [1.4184, -3.4229, 3.3053], [1.4785, -5.3536, 4.7905], [1.1543, -7.6257, 5.3377], [0.1457, -8.1454, 6.7103]], "forces_ev_per_a": [[0.1605, -0.0650, 0.0740], [-0.0047, -0.0220, -0.0348], [-0.2483, 0.1166, -0.1268], [-0.0229, 0.1130, -0.0888], [-0.1548, -0.3487, 0.2460], [-0.0244, 0.2049, -0.1608], [0.2926, -0.2649, 0.2329], [0.1565, 0.0174, 0.0192], [0.1493, -0.1202, 0.1149], [-0.1173, -0.0554, 0.0230], [-0.1171, 0.0245, -0.0414], [-0.3768, -0.0233, -0.1123], [-0.3385, 0.1716, -0.2294], [0.3163, -0.0024, 0.0522], [0.1107, -0.0235, 0.0958], [0.1323, -0.0077, -0.1848], [-0.0479, 0.0721, 0.1007], [0.1519, -0.0887, 0.0615], [-0.0892, 0.1365, 0.0996], [-0.0509, 0.0370, 0.0013], [-0.1254, -0.0636, 0.3282], [-0.0159, 0.2325, -0.0659], [0.1559, -0.4480, 0.0730], [0.1888, -0.1302, -0.4427], [-0.0191, 0.4677, -0.1994], [-0.0081, -0.2655, 0.1706], [0.1114, -0.0965, -0.2283], [-0.0875, 0.2053, 0.0875], [-0.0012, -0.0247, 0.0097], [-0.0194, -0.1242, 0.1317], [-0.1502, 0.2311, 0.2841], [0.0945, -0.0606, -0.2172], [0.0332, 0.0038, 0.0311], [0.0043, 0.0790, -0.0538], [-0.0400, -0.0109, 0.0011], [0.0587, -0.0718, -0.1166], [0.0497, -0.3742, 0.0613], [-0.0670, 0.2401, 0.0479], [-0.0330, -0.0006, 0.0859], [-0.0325, -0.0196, -0.0221], [0.0421, -0.0055, 0.0066], [-0.0056, 0.0634, -0.0187], [-0.0653, 0.2052, -0.0125], [0.1110, -0.0418, -0.0899], [-0.0504, 0.0222, -0.0123], [-0.0338, -0.1399, -0.0156], [-0.2749, 0.0373, -0.0717], [0.0367, 0.0629, -0.1346], [-0.0153, -0.0080, 0.0172], [-0.0722, 0.0032, 0.0231], [0.0414, 0.0457, -0.0498], [-0.0575, 0.0571, 0.0397], [0.0475, -0.0356, -0.0263], [0.0547, -0.0025, 0.0807], [-0.1070, 0.0325, 0.0544], [-0.0001, -0.1520, 0.0305], [0.0190, 0.0615, 0.0188], [0.1958, 0.1100, 0.0150], [0.0251, 0.0188, -0.0155], [0.0723, -0.0536, 0.0522], [-0.0145, 0.0259, 0.0287], [0.0761, 0.0523, -0.0282]], "mulliken_charge": [-0.83, 0.33, -0.46, 0.72, -0.25, -0.78, 0.40, -0.53, -0.66, 0.41, 0.36, -0.02, -0.19, -0.70, -0.02, 0.10, -0.85, -1.02, 0.38, -0.92, 0.62, -0.69, -0.02, 0.11, -0.41, 0.30, -0.56, 0.51, -0.85, 0.60, -0.42, -0.88, 0.34, 0.24, 0.35, 0.48, -0.47, -0.81, 0.24, 0.33, 0.33, 0.81, -0.11, 0.37, 0.39, -0.65, -0.98, 0.33, 0.44, 0.33, 0.39, 0.51, 0.33, 0.47, 0.30, 0.11, 0.56, 0.16, 0.50, 0.38, 0.33, 0.23], "homo_ev": -7.91, "largest_force_ev_per_a": 0.509, "de_lowest_kcal_mol": 33.85, "smiles": "COc1ccc(NC(=O)CN2CCN(CC(=O)Nc3cc(OC)cc(OC)c3)CC2)cc1", "orbital_gap_ev": 8.5, "multiplicity": 1}

***

Record 2
{"formula": "C23H30N4O7ReSb", "method": "ωB97M-V/def2-TZVPD", "symbols": ["Re", "O", "C", "O", "C", "C", "C", "C", "C", "N", "C", "O", "O", "H", "H", "H", "H", "H", "O", "C", "C", "C", "C", "C", "C", "C", "C", "N", "H", "H", "H", "H", "H", "H", "H", "H", "H", "H", "H", "C", "Sb", "C", "C", "H", "H", "H", "H", "H", "H", "H", "H", "H", "C", "N", "C", "C", "C", "O", "N", "C", "O", "H", "H", "H", "H", "H"], "positions_angstrom": [[-0.3523, 0.0196, 0.2563], [0.8089, 3.8855, 2.1232], [0.6508, 2.6776, 1.6752], [-0.3955, 2.1916, 1.2778], [1.8796, 1.8504, 1.6287], [3.1369, 2.2825, 2.0150], [4.2011, 1.4017, 1.8927], [3.9705, 0.1237, 1.4027], [2.6769, -0.2264, 1.0516], [1.6449, 0.6194, 1.1575], [2.1975, -1.5520, 0.5994], [2.9442, -2.5948, 0.4527], [0.9804, -1.6635, 0.4439], [-0.0258, 4.3911, 2.1264], [3.2734, 3.2816, 2.4065], [5.1979, 1.7058, 2.1842], [4.7940, -0.5728, 1.3111], [3.8891, -2.4590, 0.6273], [-1.9403, 0.6964, -0.4888], [-3.3733, 0.8228, -0.2776], [-3.8403, 0.2588, 1.0363], [-3.0439, 0.8631, 2.2129], [-2.1647, -0.1820, 2.8323], [-2.4782, -0.5990, 4.1183], [-1.8679, -1.7015, 4.6824], [-0.9670, -2.4047, 3.9036], [-0.6697, -1.9365, 2.6463], [-1.1941, -0.8095, 2.0963], [-1.5138, 1.9841, -1.0113], [-3.8668, 0.3687, -1.1374], [-3.5791, 1.8960, -0.3064], [-3.7802, -0.8298, 1.0468], [-4.8963, 0.5211, 1.1218], [-3.7208, 1.2315, 2.9787], [-2.4744, 1.7222, 1.8677], [-3.2407, -0.0611, 4.6638], [-2.1165, -2.0269, 5.6839], [-0.4977, -3.3110, 4.2585], [0.0153, -2.4947, 2.0372], [0.2366, -3.5277, -1.8285], [-1.0069, -1.8552, -1.5891], [-2.9220, -2.6539, -1.2181], [-1.1187, -0.8413, -3.4337], [-0.0992, -4.0476, -2.7251], [0.1218, -4.1807, -0.9657], [1.2682, -3.2102, -1.9337], [-3.0824, -3.4535, -1.9409], [-3.6961, -1.9014, -1.3340], [-2.9501, -3.0744, -0.2146], [-1.9907, -1.1972, -3.9813], [-0.2275, -1.0590, -4.0198], [-1.2214, 0.2264, -3.2656], [3.5157, 0.5727, -3.6311], [2.3731, 1.2275, -2.9728], [1.9695, 2.4629, -3.3514], [0.8495, 3.0262, -2.8474], [0.1099, 2.2753, -1.9141], [-1.0249, 2.7410, -1.4916], [0.5574, 1.0879, -1.4434], [1.6501, 0.4924, -2.0584], [1.9719, -0.6649, -1.7934], [4.0709, 1.3258, -4.1812], [3.1616, -0.1989, -4.3114], [4.1537, 0.1156, -2.8811], [2.5822, 2.9550, -4.0949], [0.4855, 3.9872, -3.1756]], "forces_ev_per_a": [[0.6636, 0.0883, -0.0133], [-0.0554, 0.0496, 0.0430], [0.0260, 0.0359, -0.0865], [-0.2938, -0.2132, -0.0394], [0.0833, -0.1408, -0.0193], [-0.0353, -0.0286, 0.0069], [0.0895, 0.0309, 0.0225], [-0.1226, -0.0381, -0.0349], [0.1137, 0.1096, 0.1215], [-0.2045, 0.0308, -0.0631], [0.0722, 0.0862, -0.0272], [0.0066, -0.0127, 0.0017], [-0.1158, -0.0696, 0.0433], [0.0524, -0.0173, 0.0034], [-0.0337, 0.0076, -0.0134], [0.0046, -0.0128, -0.0027], [-0.0107, -0.0228, -0.0025], [-0.0299, -0.0048, -0.0103], [-0.2800, -0.3364, 0.5845], [-0.3058, -0.0004, 0.0068], [0.0321, 0.2065, 0.0245], [0.0501, -0.0775, -0.1879], [0.1273, -0.0299, -0.0211], [0.0283, -0.0259, 0.0048], [-0.0251, 0.0064, 0.0472], [0.0417, -0.0415, -0.0222], [0.0205, 0.0763, -0.0943], [-0.4539, -0.0878, 0.4103], [0.3798, 0.7121, -0.3895], [0.0548, -0.0345, 0.0189], [0.0586, -0.0007, -0.0637], [-0.0224, -0.0470, -0.0476], [-0.0015, -0.0673, 0.0162], [-0.0062, -0.0239, 0.0168], [0.0387, 0.0471, 0.0254], [-0.0039, 0.0143, -0.0153], [-0.0080, 0.0183, 0.0028], [0.0105, -0.0063, -0.0291], [0.0578, -0.0206, -0.0230], [-0.0852, -0.0569, 0.0265], [-0.0686, 0.1517, 0.1456], [0.0575, -0.1498, -0.0533], [-0.1255, -0.1600, -0.1591], [0.0430, -0.0297, -0.0021], [0.0225, -0.0094, -0.0146], [0.0306, 0.0240, -0.0395], [-0.0689, 0.0033, 0.0063], [-0.0138, 0.0231, -0.0115], [-0.0214, 0.0101, 0.0081], [0.0131, -0.0187, -0.0045], [0.0284, 0.0457, 0.0258], [-0.0178, 0.0161, -0.0197], [0.0289, -0.0436, 0.0353], [-0.0999, -0.0466, -0.0459], [0.0719, 0.0216, -0.0273], [-0.1525, 0.0554, -0.0239], [0.0956, 0.0734, 0.1322], [0.0083, -0.1053, 0.0421], [0.1417, -0.1491, -0.1797], [0.0409, -0.1725, 0.0016], [0.0543, 0.3322, -0.0313], [0.0037, -0.0040, -0.0108], [-0.0021, 0.0019, 0.0036], [0.0099, 0.0165, -0.0047], [-0.0042, 0.0141, 0.0056], [0.0058, -0.0026, 0.0012]], "lowdin_spin": [0.85, 0.00, 0.00, 0.00, 0.01, 0.00, 0.01, 0.00, 0.01, -0.01, 0.01, 0.01, 0.00, 0.00, 0.00, 0.00, 0.00, 0.00, 0.07, 0.01, 0.00, 0.00, 0.01, 0.00, 0.01, 0.00, 0.01, 0.01, 0.00, 0.00, 0.00, 0.00, 0.00, 0.00, 0.00, 0.00, 0.00, 0.00, 0.00, 0.00, -0.02, 0.00, 0.00, 0.00, 0.00, 0.00, 0.00, 0.00, 0.00, 0.00, 0.00, 0.00, 0.00, 0.00, 0.00, 0.00, 0.00, 0.01, 0.00, 0.00, 0.01, 0.00, 0.00, 0.00, 0.00, 0.00], "homo_ev": [-17.47, -17.35], "largest_force_ev_per_a": 0.896, "total_charge": 3, "de_lowest_kcal_mol": 0.00, "orbital_gap_ev": [7.6, 6.9], "multiplicity": 2, "s_squared": 0.76}

***

Record 3
{"formula": "C23H31AsN2PtS4SeSi2Te", "method": "ωB97M-V/def2-TZVPD", "symbols": ["Pt", "S", "As", "S", "S", "S", "C", "Si", "C", "C", "C", "C", "C", "C", "C", "C", "N", "Si", "C", "C", "C", "H", "H", "H", "H", "H", "H", "H", "H", "H", "H", "H", "H", "H", "H", "H", "H", "H", "H", "H", "H", "H", "H", "Te", "C", "C", "C", "C", "C", "C", "H", "H", "H", "H", "H", "Se", "C", "C", "C", "N", "C", "C", "H", "H", "H", "H"], "positions_angstrom": [[0.1340, 1.7555, 0.7235], [1.0537, 3.6608, 4.8797], [-0.0224, 4.1090, 3.1101], [1.2158, 3.8201, 1.2786], [-1.3334, 2.4023, 2.4689], [-1.0999, 5.9130, 3.1043], [-2.7993, -2.6669, 1.4204], [-2.3004, -0.8417, 1.6167], [-3.5138, 0.0938, 0.5426], [-2.6704, -0.5920, 3.4491], [-0.5125, -0.4719, 1.1187], [0.4594, -0.4564, 2.2241], [0.6333, -1.3631, 3.2655], [1.6177, -1.1147, 4.2084], [2.3982, 0.0266, 4.1109], [2.1733, 0.8943, 3.0563], [1.2562, 0.6229, 2.1377], [0.2150, -1.5005, -0.2821], [2.0704, -1.5823, 0.0064], [-0.4064, -0.9970, -1.9778], [-0.1721, -3.3729, -0.2316], [-3.7768, -2.8005, 1.8931], [-2.1000, -3.3449, 1.9123], [-2.8884, -2.9768, 0.3803], [-4.4952, 0.1541, 1.0205], [-3.6326, -0.4050, -0.4227], [-3.1689, 1.1117, 0.3562], [-3.7076, -0.8902, 3.6303], [-2.5312, 0.4319, 3.7873], [-2.0315, -1.2298, 4.0639], [0.0071, -2.2440, 3.3177], [1.7644, -1.8049, 5.0313], [3.1312, 0.2828, 4.8618], [2.7147, 1.8233, 2.9341], [2.5090, -0.6159, 0.2293], [2.6045, -2.0186, -0.8396], [2.2324, -2.2252, 0.8772], [-0.4683, 0.0813, -2.1030], [-1.4012, -1.4241, -2.1345], [0.2486, -1.3912, -2.7603], [-0.1885, -3.7776, 0.7814], [0.6218, -3.8928, -0.7765], [-1.1178, -3.6246, -0.7105], [-1.6026, 3.1265, -0.7337], [-1.9547, 2.0827, -2.5727], [-3.1380, 1.3528, -2.6864], [-3.4867, 0.7235, -3.8748], [-2.6514, 0.8137, -4.9784], [-1.4766, 1.5481, -4.8834], [-1.1365, 2.1818, -3.6969], [-3.7867, 1.2668, -1.8251], [-4.4082, 0.1550, -3.9329], [-2.9132, 0.3172, -5.9055], [-0.8200, 1.6336, -5.7418], [-0.2172, 2.7492, -3.6352], [1.5579, 2.0381, -1.4232], [3.1270, 0.9780, -1.6924], [4.2499, 1.0748, -0.8705], [5.3774, 0.3300, -1.1666], [5.4875, -0.4812, -2.2210], [4.4230, -0.5455, -3.0203], [3.2438, 0.1481, -2.8058], [4.2286, 1.7214, -0.0019], [6.2489, 0.3887, -0.5210], [4.5145, -1.2041, -3.8799], [2.4114, 0.0428, -3.4902]], "forces_ev_per_a": [[0.0621, 0.2088, 0.3638], [-0.0001, -0.0682, -0.1301], [-0.0400, 0.1691, 0.2515], [-0.0825, -0.2035, -0.2265], [0.1115, -0.1774, 0.0547], [0.0220, -0.0558, -0.0431], [0.0367, 0.0256, -0.0150], [0.0655, -0.0447, 0.0187], [-0.0073, 0.0050, 0.0944], [0.0709, 0.0971, -0.0008], [-0.3074, 0.2232, -0.6348], [-0.0092, -0.0983, 0.0268], [0.1170, -0.0257, 0.0591], [-0.0802, -0.0538, -0.0446], [0.0298, 0.1058, -0.0179], [0.1800, 0.0637, -0.0295], [-0.2394, 0.1102, 0.1274], [-0.0516, -0.1873, 0.0645], [0.0364, 0.1163, -0.0779], [0.0882, 0.0125, 0.0525], [-0.0463, 0.0587, 0.0235], [-0.0355, 0.0371, 0.0055], [0.0019, -0.0365, 0.0304], [0.0044, -0.0208, -0.0600], [-0.0305, -0.0714, 0.0186], [0.0328, -0.0463, 0.0196], [-0.0380, -0.0041, 0.0625], [-0.0240, -0.0069, -0.0237], [0.0017, 0.0047, -0.0156], [-0.0077, -0.0293, 0.0143], [-0.0289, 0.0052, 0.0199], [0.0018, 0.0025, 0.0004], [0.0260, -0.0225, -0.0107], [-0.0624, 0.0513, 0.0360], [0.0827, 0.0582, -0.0093], [-0.0039, 0.0011, -0.0515], [-0.0070, -0.0372, -0.0096], [0.0599, -0.0518, 0.0185], [-0.0408, 0.0086, 0.0008], [0.0106, -0.0480, -0.0081], [0.0393, -0.0205, 0.0454], [0.0367, 0.0327, -0.0363], [-0.0492, -0.0276, 0.0136], [0.2182, 0.0690, -0.1206], [-0.1398, -0.0549, 0.1413], [0.0020, 0.0062, -0.0151], [0.0028, -0.0145, -0.0102], [0.0166, -0.0103, 0.0096], [-0.0219, -0.0061, -0.0609], [0.1044, 0.1396, 0.0539], [-0.0169, 0.0379, -0.0549], [-0.0057, -0.0011, -0.0008], [0.0007, -0.0015, -0.0091], [0.0108, -0.0089, -0.0004], [-0.0308, -0.0165, 0.0091], [-0.0430, -0.1525, -0.1459], [0.0373, 0.0335, 0.1539], [-0.0723, -0.0471, 0.0691], [0.0249, -0.0045, 0.0112], [0.0378, -0.0036, -0.0225], [0.0117, -0.0288, -0.0013], [-0.0394, 0.0239, 0.0112], [-0.0026, -0.0031, 0.0035], [-0.0005, 0.0018, 0.0060], [-0.0026, 0.0068, -0.0129], [-0.0178, -0.0250, 0.0086]], "mulliken_charge": [2.69, -0.61, 0.32, -0.29, -0.44, -0.57, -1.33, 0.02, -0.80, -1.05, 0.44, -0.33, -0.70, -0.62, -0.89, -0.31, -0.91, -0.19, -0.61, -0.35, -1.35, 0.37, 0.30, 0.30, 0.40, 0.27, 0.03, 0.37, 0.37, 0.28, 0.52, 0.42, 0.40, 0.59, -0.13, 0.40, 0.37, -0.31, 0.34, 0.40, 0.30, 0.39, 0.32, 0.11, -0.34, -0.07, -0.70, -0.32, -0.65, -0.13, 0.50, 0.37, 0.36, 0.38, 0.37, -0.37, 0.08, -0.23, -0.33, -0.71, -0.41, -0.20, 0.40, 0.35, 0.34, 0.39], "homo_ev": -1.84, "largest_force_ev_per_a": 0.740, "total_charge": -2, "de_lowest_kcal_mol": 33.37, "orbital_gap_ev": 6.0, "multiplicity": 1}